{"formula": "C39H92O21S", "method": "ωB97M-V with the def2-TZVPD basis set", "species": ["C", "C", "O", "S", "C", "O", "O", "H", "H", "H", "H", "H", "H", "H", "H", "C", "O", "C", "C", "O", "C", "C", "O", "C", "H", "H", "H", "H", "H", "H", "H", "H", "H", "H", "H", "H", "H", "H", "C", "O", "C", "C", "O", "C", "C", "O", "C", "H", "H", "H", "H", "H", "H", "H", "H", "H", "H", "H", "H", "H", "H", "C", "O", "C", "C", "O", "C", "C", "O", "C", "H", "H", "H", "H", "H", "H", "H", "H", "H", "H", "H", "H", "H", "H", "C", "O", "C", "C", "O", "C", "C", "O", "C", "H", "H", "H", "H", "H", "H", "H", "H", "H", "H", "H", "H", "H", "H", "C", "O", "C", "C", "O", "C", "C", "O", "C", "H", "H", "H", "H", "H", "H", "H", "H", "H", "H", "H", "H", "H", "H", "C", "O", "C", "C", "O", "C", "C", "O", "C", "H", "H", "H", "H", "H", "H", "H", "H", "H", "H", "H", "H", "H", "H"], "xyz": [[-5.7824, 4.5431, 0.0735], [-5.6616, 4.4859, -1.4816], [-4.2806, 4.6681, -1.8010], [-3.9525, 5.3961, -3.2324], [-2.1522, 5.5143, -2.9024], [-4.1634, 4.4129, -4.2998], [-4.5935, 6.7027, -3.2038], [-5.5491, 5.5693, 0.3577], [-5.1234, 3.8325, 0.5724], [-6.8226, 4.2429, 0.1998], [-6.1133, 3.5964, -1.9208], [-6.2101, 5.2979, -1.9591], [-1.7976, 4.5039, -2.6986], [-2.0627, 6.2060, -2.0648], [-1.7116, 5.8668, -3.8350], [3.0384, 0.4139, -4.1236], [3.9909, -0.0715, -3.1998], [4.9594, -1.0121, -3.8832], [6.1711, -1.3770, -3.0052], [7.0402, -0.2231, -3.1214], [8.4295, -0.5138, -2.6886], [9.2742, -1.2789, -3.7771], [9.1709, -0.8319, -5.1590], [9.4107, 0.4744, -5.6106], [3.3889, 1.2277, -4.7585], [2.0781, 0.6380, -3.6592], [2.9683, -0.3098, -4.9357], [5.2196, -0.3574, -4.7149], [4.3378, -1.8394, -4.2257], [6.6652, -2.3023, -3.3016], [5.8095, -1.5324, -1.9888], [8.4418, -1.0455, -1.7371], [8.8911, 0.4383, -2.4266], [9.0071, -2.3210, -3.6012], [10.3346, -1.1379, -3.5676], [8.5563, 1.1292, -5.4390], [9.5978, 0.5096, -6.6839], [10.3453, 0.8441, -5.1887], [1.2311, -3.2099, 1.0515], [2.2645, -3.0232, 0.0857], [1.9142, -2.0427, -0.9248], [2.1028, -0.5793, -0.5356], [0.8501, 0.0213, -0.2237], [1.0036, 1.4775, -0.2468], [-0.3436, 2.1782, -0.1668], [-0.8912, 2.5534, -1.4367], [-0.9487, 1.4074, -2.3972], [0.4223, -2.4927, 1.1917], [1.7508, -3.4068, 1.9892], [0.7482, -4.1248, 0.7081], [0.9262, -2.3558, -1.2622], [2.6349, -2.3082, -1.6982], [2.4672, -0.0999, -1.4441], [2.9043, -0.4773, 0.1960], [1.5306, 1.8052, -1.1429], [1.6106, 1.7742, 0.6086], [-0.1580, 2.9366, 0.5938], [-1.1329, 1.5851, 0.2950], [-1.3004, 0.5353, -1.8459], [-0.0305, 1.1347, -2.9175], [-1.7150, 1.5824, -3.1523], [-2.8368, 5.2979, 1.4286], [-1.5676, 5.6822, 0.8786], [-1.0114, 6.9062, 1.2754], [-0.5425, 6.8499, 2.7504], [0.1785, 5.7452, 3.2752], [1.4141, 5.5163, 2.6674], [1.7423, 3.9926, 2.5896], [2.2525, 3.6623, 3.9137], [2.6223, 2.3018, 4.0679], [-3.6645, 5.9011, 1.0555], [-2.7924, 5.3299, 2.5172], [-3.0666, 4.2730, 1.1374], [-1.7563, 7.6867, 1.1204], [-0.1972, 7.0920, 0.5749], [-1.3999, 7.0031, 3.4057], [0.0195, 7.7821, 2.8084], [2.1898, 6.0808, 3.1848], [1.3905, 5.9521, 1.6686], [2.6104, 3.8804, 1.9400], [0.8921, 3.3638, 2.3252], [2.8701, 2.2741, 5.1290], [3.5764, 2.1230, 3.5721], [1.7477, 1.6687, 3.9183], [2.0194, -8.8106, -1.5556], [2.2841, -7.8478, -0.4723], [3.4002, -7.0294, -0.7303], [4.0565, -6.3894, 0.5055], [5.5130, -6.5144, 0.4491], [6.0322, -5.5230, -0.3339], [7.4732, -5.7820, -0.8461], [8.1805, -4.5138, -0.5901], [9.6481, -4.5840, -0.5376], [2.8952, -9.3890, -1.8498], [1.7021, -8.2321, -2.4233], [1.1200, -9.4132, -1.4292], [2.9880, -6.4256, -1.5388], [4.1798, -7.5048, -1.3256], [3.9174, -6.9874, 1.4061], [3.6631, -5.3945, 0.7144], [5.9458, -4.5774, 0.2014], [5.3415, -5.3138, -1.1508], [7.6011, -6.0935, -1.8828], [7.9761, -6.6282, -0.3778], [10.1357, -4.2098, -1.4377], [10.0314, -5.4961, -0.0800], [9.8942, -3.8406, 0.2206], [0.6345, -2.4867, 4.4134], [-0.5352, -1.9556, 3.5746], [-0.7073, -0.5718, 3.6805], [-1.7278, -0.0530, 2.7094], [-2.2998, 1.1772, 3.2245], [-3.4632, 1.6860, 2.6469], [-4.7975, 0.9469, 3.0312], [-5.0774, 1.0753, 4.3996], [-5.7174, -0.0272, 5.1033], [0.6647, -3.5757, 4.3759], [0.6647, -2.2102, 5.4673], [1.5758, -2.1113, 4.0119], [0.2138, -0.0218, 3.4879], [-0.8518, -0.3459, 4.7369], [-2.5511, -0.6947, 2.3955], [-1.2854, 0.2180, 1.7508], [-3.3795, 1.9427, 1.5909], [-3.6779, 2.6860, 3.0235], [-4.7812, -0.0765, 2.6565], [-5.5320, 1.4418, 2.3958], [-5.1877, -0.9794, 5.0732], [-6.7834, -0.1632, 4.9209], [-5.7092, 0.1380, 6.1807], [-10.3806, -3.8587, 2.4122], [-9.1509, -3.3652, 2.0187], [-9.2771, -2.1722, 1.2297], [-8.0088, -1.3102, 0.8339], [-8.4396, -0.0492, 0.3432], [-8.0286, 0.1610, -1.0382], [-6.6758, 0.7832, -0.9917], [-5.7251, -0.2714, -1.0167], [-4.3861, 0.2422, -1.3897], [-10.6930, -4.5793, 1.6564], [-11.2233, -3.1846, 2.5655], [-10.2205, -4.2774, 3.4058], [-9.8926, -1.4681, 1.7896], [-9.8617, -2.3157, 0.3210], [-7.5600, -2.0056, 0.1247], [-7.2616, -1.2788, 1.6269], [-8.8092, 0.7553, -1.5133], [-8.0888, -0.8228, -1.5037], [-6.6346, 1.4249, -0.1116], [-6.6726, 1.5037, -1.8095], [-4.0033, 0.6975, -0.4764], [-4.4278, 0.9792, -2.1917], [-3.9277, -0.7223, -1.6080]], "mulliken_charge": [-1.0209, -0.3297, -0.1361, 1.1618, -0.4321, -0.6282, -0.6325, 0.4406, -0.1180, 0.4980, 0.1883, 0.6035, -0.0897, 0.1636, 0.4847, -0.3109, -0.3265, -0.7128, -0.2714, -0.3231, -0.5756, -0.4252, -0.3812, -0.6647, 0.3408, -0.2868, 0.4067, 0.3849, 0.3820, 0.3874, 0.2601, 0.3324, 0.3615, 0.1991, 0.4453, 0.2260, 0.2533, 0.3112, -0.6279, -0.3417, -0.7147, 0.3680, 0.0282, -0.9673, 0.9783, -0.3251, -0.3702, 0.2864, 0.1382, 0.3443, 0.4318, 0.1345, -0.2750, 0.2428, 0.4819, 0.6040, -0.7461, -0.1946, 0.1707, -0.2119, 0.3962, -0.1562, -0.0053, -0.7266, -0.8284, -0.2808, -0.6500, 0.3874, -0.4317, -0.2553, 0.2786, 0.3851, -0.4905, 0.4253, 0.3276, 0.4377, 0.4055, 0.3837, 0.3676, 0.4027, -0.3814, 0.3043, 0.2812, -0.1197, -0.7652, -0.3922, -0.5932, -0.2039, -0.4859, -0.3061, -0.7225, -0.2689, -0.7822, 0.2984, 0.3056, 0.2883, 0.4050, 0.4793, 0.3580, 0.1487, 0.3405, 0.2738, 0.3677, 0.4012, 0.2329, 0.3438, 0.2868, -0.8973, -0.4065, -0.3559, 0.5037, -0.4713, 0.2582, -0.4284, -0.3963, -0.7724, 0.3257, 0.3449, 0.3513, -0.1089, 0.5787, 0.4185, -0.4279, -0.3767, 0.1695, 0.2765, 0.4336, 0.3254, 0.2929, 0.3072, -0.7417, -0.3357, -0.6496, -0.1039, -0.4306, -1.0244, 0.3295, -0.4472, -0.4274, 0.2680, 0.3529, 0.2592, 0.3106, 0.3093, 0.2622, 0.2583, 0.3996, 0.3949, 0.1144, 0.2242, 0.0385, 0.3112, 0.3164], "largest_force_ev_per_a": 3.02, "e_above_lowest_kcal_mol": 28.0, "homo_ev": -9.4247, "orbital_gap_ev": 10.01}

{"formula": "C2H11N2O2", "method": "ωB97M-V with the def2-TZVPD basis set", "species": ["C", "N", "C", "N", "H", "H", "H", "H", "H", "H", "H", "H", "H", "O", "H", "H", "O"], "xyz": [[1.7341, -1.3127, -0.9066], [-1.5085, 0.5863, -0.7329], [-0.2453, 0.2844, -1.0297], [0.7211, -0.4043, -0.3152], [1.3981, -1.6431, -1.8383], [2.8509, -0.9620, -0.8882], [1.8523, -2.1243, -0.1482], [-2.0902, 0.0849, -0.2032], [-1.7963, 1.5413, -0.8317], [0.1737, 0.5313, -2.0008], [0.9064, -0.3463, 0.6702], [-3.4863, -0.3574, 1.6424], [-4.4987, -0.7374, 0.7096], [-3.5974, -0.8965, 0.8420], [2.7656, 1.0296, 2.0998], [3.7533, 2.0768, 1.6707], [2.9412, 1.6218, 1.4171]], "nbo_charge": [-0.4342, -0.7300, 0.4471, -0.5086, 0.2256, 0.2488, 0.2384, 0.4361, 0.4300, 0.1982, 0.4328, 0.4732, 0.4823, -0.9412, 0.4612, 0.4892, -0.9489], "largest_force_ev_per_a": 5.08, "e_above_lowest_kcal_mol": 56.1, "charge": 1, "homo_ev": -14.7844, "orbital_gap_ev": 10.22}

{"formula": "C5H13S2", "method": "ωB97M-V with the def2-TZVPD basis set", "species": ["C", "C", "C", "S", "H", "H", "H", "H", "H", "H", "H", "C", "S", "C", "H", "H", "H", "H", "H", "H"], "xyz": [[2.2014, 0.2139, -0.6445], [1.6841, 1.6238, -0.8903], [0.9490, 2.2254, 0.3233], [-0.4625, 1.2573, 0.9001], [3.0596, 0.2560, 0.0337], [2.4613, -0.3269, -1.5577], [1.4136, -0.3389, -0.1337], [2.5072, 2.3068, -1.1470], [0.9934, 1.6629, -1.7402], [0.6569, 3.2423, 0.0473], [1.6614, 2.3563, 1.1529], [-2.2966, -1.3963, -0.9041], [-3.0155, -1.9984, 0.6572], [-1.5451, -1.8566, 1.7281], [-1.6769, -2.1848, -1.3307], [-1.7438, -0.4683, -0.7405], [-3.1377, -1.1768, -1.5673], [-1.4547, -2.7737, 2.3095], [-0.6510, -1.6510, 1.1414], [-1.6042, -0.9729, 2.3623]], "nbo_charge": [-0.6267, -0.4020, -0.5189, -0.7155, 0.1825, 0.1824, 0.2381, 0.1654, 0.1858, 0.1728, 0.1645, -0.7486, 0.1103, -0.7490, 0.1930, 0.2751, 0.2047, 0.1949, 0.2501, 0.2412], "largest_force_ev_per_a": 0.48, "e_above_lowest_kcal_mol": 9.4, "charge": -1, "homo_ev": -2.5564, "orbital_gap_ev": 5.89}